1.
The following is a DFT calculation (wB97M-V/def2-TZVPD) of a molecular structure, C31H22F9N7OOsSTe in a non-equilibrium geometry.

Geometry as XYZ:
```
73
Properties=species:S:1:pos:R:3:lowdin_charge:R:1
C -2.480 3.651 0.435 -0.1084
C 4.053 -6.021 -2.154 -0.1011
C 2.274 -4.599 -1.803 -0.8733
C 1.658 3.228 3.238 0.0153
C 0.507 2.355 -3.046 -0.2900
N 2.001 -5.221 -2.945 0.0261
C 0.698 3.499 -3.816 -0.0264
H 3.713 -4.793 -0.341 0.0579
C -0.739 1.361 -4.852 -0.0241
C -0.553 2.505 -5.611 -0.0498
C 2.172 -1.490 2.133 -0.1068
C -0.249 4.140 2.107 -0.1096
F -1.528 -1.864 0.747 -0.0331
S 1.245 -3.420 -1.083 0.4728
F -4.065 -0.932 1.490 0.1534
C 3.754 -3.245 1.936 -0.1227
C -2.848 1.049 -0.396 -0.0925
C 1.063 2.275 -1.644 -0.3633
H -0.950 6.195 2.118 0.1356
C -3.776 -1.004 2.810 -0.5571
C 0.870 4.311 2.942 0.0543
F -4.540 -1.940 3.349 0.2176
C -2.255 -1.308 2.972 -0.2502
H 2.091 2.625 -1.575 0.0721
C -1.945 -1.753 4.436 -0.5639
C 2.979 -6.279 -3.234 -0.1052
H -4.269 4.104 -0.687 0.1423
H -0.959 2.558 -6.612 0.1176
H -0.221 -0.881 -3.276 0.0701
H 4.287 -6.913 -1.578 0.1236
H 0.455 2.822 -0.923 0.0460
N 3.411 -5.021 -1.292 0.0275
H -1.420 -0.012 -2.308 0.0427
C -2.207 4.969 0.935 0.0258
N 4.004 -4.240 1.415 0.2276
N 0.305 1.792 1.903 -0.0627
N 1.153 -1.018 1.797 -0.0387
H 1.181 -5.029 -3.494 0.1390
H 0.325 4.461 -5.690 0.1173
C -0.495 2.857 1.620 -0.1525
F -4.073 0.170 3.344 0.2041
C -1.144 5.201 1.737 0.0259
H -2.877 5.774 0.662 0.1355
C 3.350 -2.026 2.533 -0.1637
H 3.372 -6.168 -4.241 0.1198
C -3.752 2.032 -0.802 0.0189
C 4.173 -1.268 3.413 -0.1639
C -3.573 3.329 -0.389 0.0611
N -1.805 1.326 0.376 -0.0757
N 4.776 -0.611 4.139 0.2141
H 2.520 3.316 3.884 0.1332
H 2.516 -7.260 -3.138 0.1213
Te 0.998 0.199 -1.148 1.4431
C -0.419 0.041 -2.733 -0.3482
H 4.975 -5.619 -2.571 0.1204
H -2.979 0.015 -0.681 0.1218
C -0.210 1.282 -3.567 -0.2863
C -1.858 -2.466 2.006 -0.5016
F -2.807 -3.322 1.740 0.2491
F -2.360 -3.003 4.645 0.2044
Os -0.374 0.019 1.161 1.3305
F -0.630 -1.696 4.647 0.1838
C 0.167 3.574 -5.092 -0.0506
C 1.348 1.975 2.702 -0.0490
F -0.764 -3.101 2.364 0.2051
C -1.623 2.609 0.789 -0.1554
H 1.096 5.288 3.348 0.1419
H -4.588 1.752 -1.426 0.1332
F -2.546 -0.945 5.297 0.2144
H 1.271 4.328 -3.418 0.1229
O -1.548 -0.150 2.726 -0.1980
H 1.952 1.110 2.932 0.1103
H -1.288 0.523 -5.263 0.1246
```

Output
M = 1029.44 Da
Multiplicity = 1
HOMO-LUMO gap (spin up / spin down) = 3.6 / 3.7 eV
ΔE to the lowest compared entry with this formula, charge and spin = 5.6 kcal/mol
LUMO energy (spin up / spin down) = -9.0736 / -9.0550 eV
E_tot = -3308.2204 a.u.
Net charge = +2

=====

2.
The following is a DFT calculation (wB97M-V/def2-TZVPD) of a molecular structure, C31H23N3ORuS5SbSe in a non-equilibrium geometry.

Geometry as XYZ:
```
66
Properties=species:S:1:pos:R:3:mulliken_spin:R:1
C 3.001 -5.105 -3.022 0.0000
H 3.966 -0.999 -2.087 0.0001
Sb 1.026 -0.951 -1.071 -0.0023
C 4.043 1.901 -3.818 0.0003
H 5.515 0.401 -3.367 -0.0001
C -1.658 -0.756 1.313 0.0040
S -1.513 0.366 4.324 0.0017
C -2.163 4.984 3.673 0.0003
C -3.006 -1.393 -3.911 -0.0001
H -3.911 -1.505 -4.498 0.0000
C 3.604 -0.069 -2.513 0.0002
O 0.754 0.370 2.511 -0.0125
C -2.414 -2.502 -3.321 -0.0008
S -2.030 -2.258 0.929 0.0051
C -0.692 -1.097 -2.364 -0.0006
C -2.448 -0.139 -3.722 -0.0006
C -1.629 2.497 -0.784 0.0025
H 0.847 1.880 -2.732 0.0007
H 2.217 -3.666 -0.062 0.0001
H 2.534 -1.210 2.554 -0.0004
C -1.271 -2.353 -2.551 0.0009
H -0.919 1.004 -2.799 0.0014
H -2.912 0.747 -4.138 0.0001
H 3.431 -6.013 -3.428 0.0000
C 2.270 0.303 -2.337 -0.0009
C 2.725 2.294 -3.638 -0.0005
N -0.889 5.368 3.496 0.2589
C 1.977 -2.478 4.231 -0.0010
C -4.419 5.235 4.493 -0.0161
H 2.369 3.228 -4.056 -0.0001
C -3.839 3.201 3.311 0.0731
H 1.045 -3.485 5.900 0.0002
C -3.149 5.744 4.353 0.1166
S -1.764 3.504 -2.103 -0.0011
H 4.725 2.520 -4.390 0.0000
C 1.840 -1.439 3.349 0.0001
H 2.658 -4.215 -4.947 0.0000
H 1.674 -2.155 -4.025 0.0000
H -4.071 2.221 2.913 -0.0045
C -2.533 3.698 3.133 0.0230
H -0.834 -3.227 -2.083 0.0003
C 1.884 -2.752 -1.974 -0.0003
H -2.853 -3.486 -3.444 -0.0001
C 2.321 -3.776 -1.137 -0.0002
C 1.850 1.508 -2.897 0.0003
C -0.219 -0.738 4.315 0.0002
H -5.773 3.604 4.130 0.0147
Se -0.079 4.078 2.559 0.2684
C 2.567 -4.094 -3.874 -0.0001
C -4.763 3.971 3.982 0.0533
H 2.836 -3.130 4.153 0.0000
C 2.015 -2.934 -3.352 0.0004
C -1.298 0.004 -2.954 -0.0002
H -0.893 -1.936 5.930 0.0000
H -5.179 5.811 5.014 0.0093
C 0.982 -2.669 5.191 0.0004
C 2.875 -4.946 -1.651 0.0000
N -1.540 3.049 2.495 0.2090
C -0.092 -1.813 5.215 -0.0011
S -2.912 1.698 0.009 0.0048
N 0.792 -0.588 3.397 0.0010
S -0.096 2.070 -0.040 -0.0021
H -2.874 6.715 4.747 0.0002
C 4.484 0.717 -3.245 -0.0003
H 3.204 -5.730 -0.979 0.0000
Ru -1.400 0.917 1.692 -0.0059
```

Output
M = 915.67 Da
Multiplicity = 2
HOMO-LUMO gap (spin up / spin down) = 4.0 / 6.3 eV
ΔE to the lowest compared entry with this formula, charge and spin = 11.7 kcal/mol
⟨S²⟩ = 0.773
LUMO energy (spin up / spin down) = 4.0187 / 4.0185 eV
E_tot = -6162.1230 a.u.
Net charge = -2

=====

3.
The following is a DFT calculation (wB97M-V/def2-TZVPD) of a molecular structure, C31H23N5O2ReSSe.

Geometry as XYZ:
```
64
Properties=species:S:1:pos:R:3:mulliken_spin:R:1
C -3.080 2.007 -0.481 -0.0046
C 3.034 0.775 6.793 -0.0003
C 1.627 -0.108 4.611 -0.0016
H -0.699 -1.662 4.430 -0.0001
C -0.649 -1.523 2.218 0.0009
H -3.626 1.744 -3.842 0.0000
C 3.078 1.601 -2.744 -0.0096
C 1.967 0.989 -2.152 0.0166
H -5.372 4.432 -1.000 0.0000
C -2.736 -4.308 -3.622 0.0028
O -2.034 -0.125 -3.537 0.0030
C -2.992 -4.663 -1.252 0.0040
C -4.692 3.622 -1.228 0.0013
H 4.741 -0.164 5.897 0.0001
C 0.667 1.409 -2.504 0.0119
C -1.043 -3.558 -2.102 0.0041
H 5.416 -0.332 -1.198 0.0002
C 3.777 1.244 7.932 0.0006
C 0.464 2.404 -3.408 0.0038
H -2.504 1.539 0.307 0.0014
C 3.293 -0.499 -0.957 -0.0014
H -4.048 3.409 0.811 0.0000
H -0.535 2.722 -3.677 0.0001
O -1.969 -0.780 -1.114 0.0332
C -1.773 -4.048 -1.025 -0.0042
H -1.497 -2.054 1.820 -0.0007
H 3.713 3.119 -4.150 0.0002
S -1.902 0.265 -2.179 0.0124
H 1.177 1.609 7.476 0.0000
H -4.425 -5.273 -2.723 -0.0003
C 3.687 0.052 5.798 0.0004
H -0.933 -3.322 -4.239 0.0007
C -1.513 -3.693 -3.404 -0.0032
C 2.859 2.644 -3.685 0.0037
C 4.457 0.073 -1.486 -0.0034
N 0.279 -0.897 1.393 0.0905
N 2.081 -0.048 -1.254 -0.0166
N -0.327 0.688 -1.797 -0.0213
C -3.718 2.125 -2.835 0.0009
C 0.960 0.607 5.593 0.0005
N 4.372 1.625 8.837 0.0000
H 2.039 0.252 1.882 -0.0014
C -0.273 -1.327 3.500 -0.0171
H 5.239 1.563 -2.810 0.0002
Re 0.188 -0.755 -0.663 0.9615
C 1.188 -0.332 2.195 -0.0067
N 0.882 -0.569 3.465 -0.0003
C -3.475 -4.788 -2.549 -0.0062
C -3.945 3.047 -0.203 -0.0004
C 1.584 3.026 -4.005 -0.0029
H -3.562 -5.059 -0.423 0.0002
C -4.583 3.165 -2.534 -0.0005
H -0.095 0.827 5.497 0.0000
H 3.341 -1.348 -0.286 0.0081
H 1.413 3.813 -4.727 -0.0002
C 2.977 -0.401 4.699 -0.0003
H 3.467 -0.995 3.939 0.0000
Se 0.643 -2.714 -1.846 -0.0772
H -3.110 -4.416 -4.631 0.0002
C 1.671 1.048 6.695 -0.0005
C -2.979 1.564 -1.798 0.0025
H -5.176 3.612 -3.320 0.0000
C 4.352 1.118 -2.376 0.0168
H -1.371 -3.975 -0.021 -0.0017
```

Output
M = 794.79 Da
Multiplicity = 2
HOMO-LUMO gap (spin up / spin down) = 7.3 / 6.8 eV
ΔE to the lowest compared entry with this formula, charge and spin = 0.6 kcal/mol
⟨S²⟩ = 0.761
LUMO energy (spin up / spin down) = -6.7470 / -7.2375 eV
E_tot = -4496.7631 a.u.
Net charge = +2